Record 1
C5H8NaO3Tl | ωB97M-V/def2-TZVPD

ORCA input file:
```
! RIJCOSX wB97M-V def2-TZVPD def2/J DEFGRID3
* xyz 2 1
C -3.103 0.519 0.299
C -3.481 0.223 1.451
H -2.973 1.433 -0.278
H -2.379 -1.044 -1.606
H -3.530 -0.270 2.416
Tl -0.529 0.482 1.711
O 0.414 -2.123 -1.470
Na -0.538 -3.189 -3.540
O -1.533 -1.525 -2.113
C -0.468 -1.152 -1.451
O -0.533 -0.313 -0.545
C 1.293 -2.335 -0.326
C 2.226 -3.449 -0.715
H 1.802 -1.389 -0.105
H 0.672 -2.583 0.544
H 2.689 -3.261 -1.693
H 3.006 -3.537 0.051
H 1.676 -4.397 -0.792
*
```

Results
E_tot   -755.199411 Eh
E_LUMO   -7.24 eV
Max |F|   5.2 eV/Å
Highest occupied orbital energy   -0.63652 Eh
Gap between HOMO and LUMO   10.08 eV



Record 2
C3H14NO4 | ωB97M-V/def2-TZVPD

ORCA input file:
```
! RIJCOSX wB97M-V def2-TZVPD def2/J DEFGRID3
* xyz 1 1
C 0.820 -0.750 0.376
O 1.623 -0.475 -0.730
C -0.679 -0.448 0.158
C -1.335 0.068 1.432
O -0.279 0.021 2.407
N -0.721 0.711 -0.834
H 1.382 -0.040 1.005
H 0.756 -1.784 0.854
H 1.712 -1.214 -1.285
H -1.366 -1.301 -0.012
H -1.407 1.184 1.422
H -2.289 -0.371 1.874
H -0.501 -0.443 3.153
H -1.565 0.590 -1.631
H -0.808 1.476 -0.263
H 0.285 0.702 -1.449
H 1.804 3.558 -0.123
H 2.415 2.411 0.836
O 1.591 2.779 0.466
H -0.487 -2.655 -1.960
H -0.452 -2.179 -3.306
O -0.500 -1.841 -2.389
*
```

Results
E_tot   -478.082714 Eh
E_LUMO   -3.12 eV
Max |F|   7.6 eV/Å
Highest occupied orbital energy   -0.51879 Eh
Gap between HOMO and LUMO   11.00 eV



Record 3
C3H4O2 | ωB97M-V/def2-TZVPD

ORCA input file:
```
! RIJCOSX wB97M-V def2-TZVPD def2/J DEFGRID3
* xyz 0 3
C 1.401 0.042 -0.686
C 0.187 0.029 -0.024
C -1.224 -0.043 0.348
O 1.290 1.129 0.181
O 1.226 -1.002 0.289
H 1.965 -0.117 -1.627
H -1.242 0.074 1.461
H -1.827 -0.942 -0.078
H -1.776 0.831 0.135
*
```

Results
E_tot   -266.832521 Eh
E_LUMO (alpha / beta)   0.97 / -2.30 eV
Max |F|   11.1 eV/Å
Highest occupied orbital energy (alpha / beta)   -0.15613 / -0.38437 Eh
Gap between HOMO and LUMO (alpha / beta)   5.22 / 8.16 eV



Record 4
C4H4N2O | ωB97M-V/def2-TZVPD

ORCA input file:
```
! RIJCOSX wB97M-V def2-TZVPD def2/J DEFGRID3
* xyz 0 1
O 0.770 2.107 -1.216
C 1.129 1.543 -0.202
C 0.459 0.343 0.251
C 0.767 -0.923 0.712
N -0.209 -1.776 0.304
C -1.219 -1.100 -0.194
N -1.084 0.210 -0.305
H 1.912 1.965 0.434
H 1.546 -1.386 1.362
H -2.101 -1.657 -0.479
H -1.970 0.674 -0.667
*
```

Results
E_tot   -339.504682 Eh
E_LUMO   0.28 eV
Max |F|   3.0 eV/Å
Highest occupied orbital energy   -0.34154 Eh
SMILES   O=Cc1cnc[nH]1
Gap between HOMO and LUMO   9.58 eV